# C36H45N5O2PS5SbTl

A molecular structure, C36H45N5O2PS5SbTl at a distorted geometry (wB97M-V/def2-TZVPD, OMol25).

ORCA input file:
```
! wB97M-V def2-TZVPD RIJCOSX def2/J DEFGRID3
* xyz -1 1
Tl 0.2608 0.3385 -0.5626
O -1.1182 2.7225 0.6923
C -1.7721 3.3399 -0.3960
C -2.7787 2.4393 -1.0706
C -4.0308 2.9233 -1.4430
C -4.9228 2.0690 -2.0676
C -4.5560 0.7488 -2.2652
C -3.3020 0.3431 -1.8366
N -2.4232 1.1651 -1.2754
H -1.7836 2.3864 1.3061
H -0.9767 3.5900 -1.1056
H -2.2574 4.2637 -0.0611
H -4.2959 3.9521 -1.2354
H -5.8970 2.4245 -2.3787
H -5.2229 0.0478 -2.7483
H -2.9779 -0.6817 -1.9537
O -2.0741 -0.5828 0.9001
C -2.1272 -0.2047 1.9941
C -2.1238 0.2333 3.2626
C -3.3169 0.3537 4.0645
C -3.2160 0.6521 5.3915
C -1.9682 0.8244 6.0118
C -0.8060 0.7661 5.2450
C -0.8395 0.5210 3.8893
P 0.6126 0.6725 2.7778
C 1.8892 -0.0529 3.9006
C 1.6665 -1.3588 4.3432
C 2.5694 -1.9929 5.1792
C 3.7153 -1.3294 5.5933
C 3.9534 -0.0394 5.1503
C 3.0562 0.5907 4.3002
C 0.9772 2.4705 2.9551
C 2.1247 2.9499 2.3231
C 2.4962 4.2788 2.4406
C 1.7015 5.1585 3.1607
C 0.5350 4.7021 3.7539
C 0.1762 3.3653 3.6587
H -4.2777 0.1974 3.5926
H -4.1175 0.7594 5.9821
H -1.9068 1.0355 7.0701
H 0.1562 0.9453 5.7100
H 0.7650 -1.8818 4.0401
H 2.3841 -3.0066 5.5123
H 4.4169 -1.8139 6.2603
H 4.8527 0.4788 5.4577
H 3.2624 1.5956 3.9668
H 2.7211 2.2686 1.7309
H 3.4097 4.6197 1.9710
H 1.9859 6.1998 3.2497
H -0.0964 5.3909 4.3026
H -0.7294 3.0289 4.1451
S 3.0057 -0.5261 -3.6030
Sb 3.6549 1.3615 -2.4212
S 3.6026 0.5587 0.0801
S 1.6489 2.5911 -2.0953
S 5.4017 0.0826 0.7140
C -0.5594 -2.7574 -5.8628
N -0.5814 -1.3482 -6.2097
C 0.3499 -1.0360 -7.2887
C -0.7413 -0.4308 -5.1923
S -0.8268 -0.8982 -3.5987
N -0.8890 0.8571 -5.5937
C -1.6025 1.1865 -6.8120
C -0.8203 1.9292 -4.6255
H -0.6667 -3.3406 -6.7799
H -1.3868 -2.9790 -5.1954
H 0.3751 -3.0325 -5.3632
H 1.3273 -1.4802 -7.0751
H 0.4793 0.0366 -7.3821
H -0.0268 -1.4388 -8.2325
H -1.9408 0.2818 -7.3120
H -0.9786 1.7681 -7.4975
H -2.4776 1.7934 -6.5587
H -0.0423 1.7353 -3.8917
H -1.7744 2.0619 -4.0982
H -0.5669 2.8551 -5.1436
C 0.9553 -3.0766 -1.3507
C 1.3819 -4.5558 -1.1762
N 1.3527 -4.9293 0.2424
C 2.3532 -4.1424 0.9674
C 2.1455 -2.6373 0.6687
N 0.8686 -2.4456 -0.0279
C -0.1998 -3.0816 0.7423
C 0.0348 -4.6126 0.7886
H -0.0188 -2.9901 -1.8348
H 1.6761 -2.5162 -1.9517
H 2.3978 -4.7174 -1.5426
H 0.7132 -5.2355 -1.7121
H 3.3488 -4.4759 0.6672
H 2.2303 -4.3535 2.0340
H 2.9347 -2.2514 0.0264
H 2.1442 -2.0454 1.5876
H -1.1509 -2.8358 0.2675
H -0.1936 -2.6479 1.7478
H -0.7079 -5.1539 0.1963
H -0.0037 -4.9946 1.8128
*
```

Properties
Energy above the lowest of the compared OMol25 structures with the same formula, charge and spin in eV: 2.257
HOMO (spin up / spin down) in eV: -3.30 / -3.25
Gap between HOMO and LUMO (spin up / spin down) in eV: 4.715 / 5.207
E in eV: -124304.7056
LUMO (spin up / spin down) in eV: 1.42 / 1.95


# C4H6O2

C4H6O2 in the gas phase at a distorted geometry (wB97M-V/def2-TZVPD, OMol25).

ORCA input file:
```
! wB97M-V def2-TZVPD RIJCOSX def2/J DEFGRID3
* xyz 0 1
O 1.7732 -0.0502 1.2285
C 1.8795 0.1790 0.0494
C 0.6777 -0.6280 -0.4804
C -0.6458 -0.4898 0.3197
C -1.4832 0.6932 0.1037
O -1.7789 -0.5341 -0.5420
H 2.2364 1.2058 -0.2725
H 0.9387 -1.6889 -0.5595
H 0.5012 -0.1343 -1.4101
H -0.7887 -1.0507 1.2511
H -2.2079 1.0115 0.8531
H -1.1021 1.4867 -0.5411
*
```

Properties
Energy above the lowest of the compared OMol25 structures with the same formula, charge and spin in eV: 3.484
HOMO in eV: -9.55
SMILES: O=CC[C@H]1CO1
Gap between HOMO and LUMO in eV: 9.970
E in eV: -8336.9775
LUMO in eV: 0.42


# CH2BNO3

CH2BNO3 in the gas phase at a distorted geometry (wB97M-V/def2-TZVPD, OMol25).

ORCA input file:
```
! wB97M-V def2-TZVPD RIJCOSX def2/J DEFGRID3
* xyz 0 1
B -0.3959 -0.1635 0.2388
C 0.9291 0.0687 -1.6753
N 1.9065 0.3099 -2.2280
O 0.6214 -0.0835 1.1191
O -1.7108 -0.1226 0.4132
O -0.1739 -0.1945 -1.1151
H 0.6846 0.1685 1.9686
H -1.8610 0.0169 1.2785
*
```

Properties
Energy above the lowest of the compared OMol25 structures with the same formula, charge and spin in eV: 0.000
HOMO in eV: -11.04
SMILES: N#COB(O)O
Gap between HOMO and LUMO in eV: 10.914
E in eV: -9380.7248
LUMO in eV: -0.13


# C2H8BN

C2H8BN in the gas phase at a distorted geometry (wB97M-V/def2-TZVPD, OMol25).

ORCA input file:
```
! wB97M-V def2-TZVPD RIJCOSX def2/J DEFGRID3
* xyz 0 1
B -1.1241 1.2824 0.1528
C 1.4827 0.3282 0.0192
C -0.7149 -1.1350 -0.1709
N -0.2755 0.1746 0.0600
H -0.6222 2.4341 0.3771
H -2.1876 0.9015 0.1828
H 2.0198 -0.2584 -0.6890
H 1.6000 1.3009 -0.3790
H 1.6991 0.3572 1.0512
H -0.0910 -1.9390 0.3994
H -1.7505 -1.1978 0.0470
H -0.7538 -1.5027 -1.2626
*
```

Properties
Energy above the lowest of the compared OMol25 structures with the same formula, charge and spin in eV: 2.432
HOMO in eV: -9.57
SMILES: BN(C)C
Gap between HOMO and LUMO in eV: 10.438
E in eV: -4368.7612
LUMO in eV: 0.87


# C22H35NO3P2ReS

A molecular structure, C22H35NO3P2ReS at a distorted geometry (wB97M-V/def2-TZVPD, OMol25).

ORCA input file:
```
! wB97M-V def2-TZVPD RIJCOSX def2/J DEFGRID3
* xyz 2 4
P -2.4414 0.8823 -0.9571
P -0.0522 -0.3337 -3.2997
C -2.1681 1.3344 -2.7747
C -1.7811 0.1397 -3.6767
H -1.3835 2.1221 -2.7915
H -3.1127 1.7861 -3.1370
H -2.4172 -0.7431 -3.5033
H -1.8291 0.3898 -4.7547
C 0.8276 0.2412 -4.8255
H 1.9166 0.1680 -4.6644
H 0.5446 1.2810 -5.0489
H 0.5408 -0.4094 -5.6686
C -0.0217 -2.1464 -3.7386
H 0.2619 -2.2595 -4.7958
H -1.0052 -2.6155 -3.5843
H 0.7286 -2.6726 -3.1274
C -2.1881 3.1548 -0.2797
H -2.2590 3.7569 0.6362
H -3.2131 3.0201 -0.6748
H -1.6142 3.7118 -1.0260
C -4.1859 0.4232 -0.9081
H -4.3853 -0.5572 -1.3718
H -4.7572 1.1878 -1.4454
H -4.5077 0.4276 0.1377
Re -1.0973 1.6474 0.5576
C 1.7055 -2.4654 -0.0009
C 2.6164 -1.5337 -0.2905
C 2.5588 -0.4002 -1.2989
C 1.8314 1.0422 -1.3289
C 0.6860 1.6659 -0.6762
C -1.5207 -0.4828 0.0620
C -0.5590 -1.2631 -0.7354
C 0.1987 -2.5133 -0.1659
C -2.5451 1.4568 2.0530
H 2.0763 -3.4331 0.3384
H 3.5628 -1.4921 0.2545
H 2.2795 -0.8819 -2.2484
H 3.6251 -0.0842 -1.3919
H 2.6863 1.7445 -1.2390
H 1.5387 1.2109 -2.3897
H 0.7998 2.7757 -0.7938
H -2.1681 -0.9908 0.7907
H 0.2575 -0.5870 -1.0495
H -1.1323 -1.6551 -1.6080
H -0.3513 -2.8542 0.7236
H 0.0307 -3.3063 -0.9104
H -2.1207 0.6587 2.6791
H -3.6079 1.2531 1.8553
H -2.4171 2.3909 2.6188
O 0.9489 -2.9092 2.9612
S 0.3168 -1.8365 3.6952
O -0.6537 -2.1783 4.7081
N -0.1958 -0.5986 2.7162
C 0.5159 0.5157 2.8110
O 0.2855 1.5725 2.0720
C 1.5685 0.4299 3.8498
C 2.5291 1.3530 4.2751
C 3.4393 0.9586 5.2618
C 3.4217 -0.3613 5.7867
C 2.4987 -1.2996 5.3175
C 1.5749 -0.8389 4.3893
H 2.5118 2.3398 3.8168
H 4.1863 1.6685 5.6366
H 4.1398 -0.6652 6.5509
H 2.4813 -2.3424 5.6262
*
```

Properties
Energy above the lowest of the compared OMol25 structures with the same formula, charge and spin in eV: 1.250
HOMO (spin up / spin down) in eV: -13.99 / -13.94
Expectation value of S²: 3.778
Gap between HOMO and LUMO (spin up / spin down) in eV: 6.030 / 3.939
E in eV: -62530.8974
LUMO (spin up / spin down) in eV: -7.96 / -10.00


# C32H90N6O10

10 unconnected molecules or ions with the total composition C32H90N6O10 at a distorted geometry (wB97M-V/def2-TZVPD, OMol25).

ORCA input file:
```
! wB97M-V def2-TZVPD RIJCOSX def2/J DEFGRID3
* xyz 1 2
C 4.3508 -2.9677 -4.4076
C 4.5041 -2.3934 -3.0083
C 4.9745 -0.9306 -2.8301
O 5.1326 -0.5759 -1.4527
C 5.7002 0.7501 -1.1208
N 3.3216 -2.6172 -2.2665
H 4.5349 -2.2314 -5.1899
H 3.3464 -3.3613 -4.5637
H 4.9869 -3.7958 -4.7203
H 5.2796 -2.9693 -2.5032
H 4.3673 -0.2091 -3.3768
H 5.9781 -0.8453 -3.2467
H 5.3578 1.5164 -1.8163
H 6.7719 0.5593 -1.1758
H 5.4964 1.1349 -0.1215
H 3.3155 -3.6004 -2.0352
H 3.3110 -2.0709 -1.4170
C -3.4865 -3.6112 -1.2817
C -4.0409 -4.1639 -2.5691
C -2.8991 -4.7665 -3.3654
O -2.2362 -3.7020 -3.9560
C -1.0808 -4.0402 -4.6974
N -5.0251 -5.1969 -2.1608
H -3.0602 -4.3537 -0.6071
H -4.2593 -3.0606 -0.7454
H -2.6917 -2.9115 -1.5400
H -4.5026 -3.2748 -2.9984
H -3.2153 -5.4371 -4.1645
H -2.2123 -5.3227 -2.7274
H -1.3367 -4.4882 -5.6576
H -0.4094 -4.7613 -4.2311
H -0.4537 -3.1584 -4.8293
H -5.7514 -4.5624 -1.8609
H -5.4975 -5.5729 -2.9705
C -2.0904 2.6015 2.9112
C -1.1090 3.7771 2.8382
C -1.3718 4.8277 3.9965
O -0.3780 5.8518 4.2245
C -0.1450 6.6049 3.0686
N 0.1613 3.1491 3.0903
H -1.7810 1.8808 2.1543
H -3.0847 2.9627 2.6486
H -2.1800 2.0917 3.8704
H -1.0587 4.0843 1.7936
H -1.5701 4.3157 4.9382
H -2.3068 5.3250 3.7381
H -1.0111 7.0142 2.5486
H 0.5233 6.0682 2.3953
H 0.4655 7.3962 3.5038
H 0.7832 3.9346 2.9621
H 0.4510 2.3738 2.5114
C 2.5360 0.3110 4.7153
C 3.2571 1.0526 3.5574
C 4.7581 1.4891 3.7396
O 5.0735 2.2717 2.5771
C 6.2411 3.0579 2.7217
N 3.2392 0.1914 2.3449
H 2.3767 0.9347 5.5950
H 2.9292 -0.6875 4.9062
H 1.5582 0.0512 4.3099
H 2.6652 1.9286 3.2921
H 5.4159 0.6246 3.8294
H 4.8890 2.1400 4.6041
H 6.3036 3.6868 1.8336
H 7.2216 2.5899 2.8094
H 6.1750 3.6043 3.6626
H 3.6828 -0.6882 2.5679
H 3.8259 0.7481 1.7399
C -2.8942 0.9876 -5.0965
C -2.3715 -0.3385 -4.6113
C -1.2600 -0.3085 -3.5364
O -0.2146 0.5959 -3.7716
C 1.0659 0.1797 -3.3528
N -3.4371 -1.2811 -4.1726
H -2.1567 1.4328 -5.7642
H -3.0374 1.6682 -4.2572
H -3.8335 1.0170 -5.6488
H -1.8911 -0.7127 -5.5154
H -0.9199 -1.3382 -3.4260
H -1.6396 -0.2454 -2.5167
H 1.1648 -0.0148 -2.2849
H 1.8794 0.8235 -3.6873
H 1.2236 -0.8140 -3.7722
H -3.0386 -2.1258 -3.7882
H -4.0791 -1.5059 -4.9192
C -0.8199 -2.4276 4.3941
C -2.0175 -1.5296 4.6712
C -1.6198 -0.3064 5.5260
O -2.7503 0.5512 5.8675
C -2.3750 1.6670 6.5733
N -2.4264 -0.9630 3.3697
H -0.3538 -2.7736 5.3166
H 0.0200 -2.0175 3.8334
H -1.1765 -3.3647 3.9664
H -2.8246 -2.1068 5.1224
H -0.8578 0.2802 5.0129
H -1.2301 -0.7857 6.4241
H -1.7130 1.4411 7.4093
H -3.2412 2.1464 7.0294
H -1.8505 2.2807 5.8409
H -1.6052 -0.9363 2.7822
H -2.8635 -0.0675 3.5345
C -0.0762 -1.2237 0.2385
C -0.0796 0.3022 0.4181
O 0.5102 0.6109 1.6834
H -0.5491 -1.3505 -0.7354
H -0.6528 -1.8263 0.9403
H 0.8987 -1.6939 0.1100
H -1.0886 0.6813 0.2562
H 0.6739 0.6247 -0.3005
H 1.3326 0.1506 1.8659
C -0.2439 3.5185 -1.8963
C -1.2974 3.6508 -3.0989
O -0.8009 3.1055 -4.3431
H 0.6961 3.9292 -2.2648
H -0.0931 2.5342 -1.4530
H -0.6054 4.1886 -1.1164
H -1.3817 4.7307 -3.2210
H -2.1674 3.0929 -2.7526
H -0.3991 2.2391 -4.2458
C 0.4062 -5.1144 -1.2640
C 0.9838 -6.5713 -1.0590
O 2.3765 -6.7369 -1.1135
H 0.1762 -4.8861 -2.3047
H 1.1224 -4.4071 -0.8457
H -0.5513 -5.0888 -0.7437
H 0.3719 -7.2741 -1.6245
H 0.8182 -6.7612 0.0015
H 2.5895 -7.5364 -1.6003
C -3.7709 3.1528 -0.3695
C -3.9078 4.6954 -0.3933
O -2.7909 5.1118 0.4003
H -3.9018 2.7633 0.6402
H -2.8098 2.8010 -0.7444
H -4.3762 2.7420 -1.1775
H -4.8161 4.9752 0.1402
H -3.6641 5.1168 -1.3686
H -2.8048 6.0717 0.4047
*
```

Properties
Energy above the lowest of the compared OMol25 structures with the same formula, charge and spin in eV: 1.216
HOMO (spin up / spin down) in eV: -9.87 / -9.87
Expectation value of S²: 0.755
Gap between HOMO and LUMO (spin up / spin down) in eV: 7.223 / 2.015
E in eV: -64043.1666
LUMO (spin up / spin down) in eV: -2.65 / -7.86